Entry 1:
{"formula": "C22H17ClFN3O", "method": "the ωB97M-V functional and the def2-TZVPD basis", "species": ["C", "C", "C", "C", "C", "N", "C", "C", "N", "O", "C", "C", "C", "C", "C", "C", "F", "C", "C", "C", "C", "C", "C", "Cl", "C", "C", "N", "C", "H", "H", "H", "H", "H", "H", "H", "H", "H", "H", "H", "H", "H", "H", "H", "H", "H"], "positions_angstrom": [[3.754, -4.849, -0.080], [2.948, -4.294, 1.046], [2.846, -4.892, 2.276], [2.083, -4.304, 3.303], [1.426, -3.130, 3.094], [1.508, -2.529, 1.884], [0.958, -1.368, 1.392], [0.216, -0.462, 2.206], [-0.133, 0.682, 1.773], [-0.830, 1.469, 2.686], [-1.139, 2.720, 2.110], [-2.131, 2.643, 0.976], [-2.125, 3.601, -0.029], [-3.042, 3.542, -1.064], [-3.972, 2.517, -1.120], [-3.961, 1.568, -0.115], [-4.860, 0.561, -0.155], [-3.063, 1.616, 0.934], [1.399, -1.288, 0.061], [1.092, -0.283, -0.949], [2.089, 0.114, -1.838], [1.829, 1.059, -2.812], [0.555, 1.595, -2.910], [0.218, 2.789, -4.114], [-0.460, 1.184, -2.061], [-0.188, 0.249, -1.082], [2.194, -2.331, -0.237], [2.258, -3.083, 0.851], [4.694, -4.303, -0.163], [3.218, -4.715, -1.016], [3.973, -5.901, 0.080], [3.356, -5.824, 2.466], [2.014, -4.786, 4.265], [0.831, -2.651, 3.856], [-0.020, -0.775, 3.227], [-0.220, 3.208, 1.761], [-1.558, 3.300, 2.939], [-1.397, 4.397, -0.002], [-3.027, 4.292, -1.840], [-4.690, 2.446, -1.922], [-3.090, 0.860, 1.703], [3.070, -0.324, -1.751], [2.605, 1.378, -3.491], [-1.452, 1.593, -2.166], [-0.976, -0.076, -0.425]], "multiplicity": 1, "total_charge": 0, "orbital_gap_ev": 8.15, "e_homo_ev": -7.819, "relative_energy_ev": 0.0000, "smiles": "Cc1cccn2c(/C=N/OCc3cccc(F)c3)c(-c3ccc(Cl)cc3)nc12"}


Entry 2:
{"formula": "C22H17I2N5O3V", "method": "the ωB97M-V functional and the def2-TZVPD basis", "species": ["V", "O", "C", "N", "C", "C", "C", "C", "C", "C", "N", "C", "C", "C", "C", "C", "N", "H", "H", "H", "H", "H", "H", "H", "H", "H", "H", "I", "C", "C", "C", "C", "C", "C", "C", "O", "O", "H", "H", "H", "H", "I", "C", "C", "N", "N", "C", "H", "H", "H"], "positions_angstrom": [[0.265, 1.106, 0.090], [-0.123, 4.703, -0.346], [-0.327, 3.522, -0.629], [0.514, 2.631, -1.181], [1.870, 3.079, -1.413], [2.859, 2.329, -0.555], [4.215, 2.633, -0.582], [5.078, 1.938, 0.245], [4.569, 0.957, 1.088], [3.213, 0.704, 1.057], [2.380, 1.363, 0.242], [-1.701, 2.944, -0.351], [-2.810, 3.772, -0.295], [-4.049, 3.200, -0.062], [-4.138, 1.828, 0.133], [-2.979, 1.075, 0.103], [-1.785, 1.618, -0.141], [2.140, 2.896, -2.460], [1.977, 4.151, -1.227], [4.576, 3.414, -1.238], [6.136, 2.166, 0.245], [5.209, 0.404, 1.760], [2.749, -0.036, 1.698], [-2.673, 4.835, -0.427], [-4.938, 3.816, -0.025], [-5.088, 1.349, 0.322], [-2.989, 0.009, 0.298], [-3.478, -6.334, 0.602], [-2.448, -4.602, 1.172], [-2.041, -3.702, 0.200], [-1.355, -2.558, 0.581], [-1.070, -2.313, 1.920], [-1.489, -3.227, 2.881], [-2.179, -4.370, 2.514], [-0.315, -1.078, 2.349], [-0.032, -0.910, 3.523], [0.070, -0.319, 1.379], [-2.249, -3.893, -0.845], [-1.027, -1.847, -0.167], [-1.259, -3.023, 3.918], [-2.503, -5.078, 3.264], [1.700, -4.890, -1.640], [1.139, -2.935, -1.981], [0.239, -2.480, -2.916], [0.153, -1.148, -2.731], [0.943, -0.711, -1.743], [1.548, -1.790, -1.276], [-0.327, -2.997, -3.671], [-0.401, -0.484, -3.244], [2.228, -1.721, -0.443]], "multiplicity": 4, "total_charge": 0, "orbital_gap_ev": [7.44, 8.85], "s2": 3.759, "e_homo_ev": [-7.229, -8.723], "relative_energy_ev": 1.3554}


Entry 3:
{"formula": "C22H17N4O7RuS3", "method": "the ωB97M-V functional and the def2-TZVPD basis", "species": ["Ru", "O", "N", "C", "C", "C", "C", "C", "S", "H", "H", "H", "H", "O", "C", "C", "C", "C", "C", "C", "C", "O", "N", "O", "O", "H", "H", "H", "H", "O", "C", "C", "C", "C", "C", "C", "C", "O", "N", "N", "C", "S", "C", "C", "S", "H", "H", "H", "H", "H", "H", "H", "H", "H"], "positions_angstrom": [[-0.024, -0.093, 0.139], [-0.158, 0.986, -1.573], [0.135, 0.435, -2.752], [-0.213, 1.141, -3.852], [0.077, 0.664, -5.096], [0.741, -0.565, -5.212], [1.065, -1.268, -4.082], [0.741, -0.762, -2.812], [1.075, -1.577, -1.343], [-0.705, 2.077, -3.641], [-0.210, 1.240, -5.963], [1.002, -0.954, -6.187], [1.570, -2.221, -4.126], [-1.627, -1.542, 0.667], [-1.506, -2.616, 1.251], [-0.310, -3.142, 1.846], [-0.375, -4.420, 2.411], [0.752, -4.988, 2.938], [1.990, -4.329, 2.872], [2.068, -3.076, 2.333], [0.907, -2.405, 1.861], [1.017, -1.171, 1.513], [0.667, -6.305, 3.565], [1.688, -6.774, 4.031], [-0.418, -6.854, 3.592], [-2.400, -3.252, 1.328], [-1.310, -4.965, 2.429], [2.869, -4.833, 3.247], [3.008, -2.546, 2.269], [-1.616, 4.041, 3.457], [-0.493, 3.507, 3.986], [-0.017, 4.046, 5.178], [1.096, 3.500, 5.790], [1.766, 2.420, 5.222], [1.326, 1.916, 4.013], [0.202, 2.450, 3.385], [-0.218, 1.876, 2.092], [0.691, 1.348, 1.346], [-1.473, 1.921, 1.747], [-1.638, 1.200, 0.538], [-2.546, 1.683, -0.222], [-3.404, 3.141, 0.224], [-4.304, 3.248, -1.346], [-4.630, 1.837, -1.787], [-3.096, 0.878, -1.681], [-1.905, 3.461, 2.726], [-0.545, 4.886, 5.610], [1.444, 3.920, 6.725], [2.628, 1.990, 5.713], [1.839, 1.097, 3.525], [-3.672, 3.750, -2.078], [-5.203, 3.838, -1.173], [-4.963, 1.801, -2.824], [-5.386, 1.384, -1.147]], "multiplicity": 2, "total_charge": 0, "orbital_gap_ev": [7.23, 7.29], "s2": 0.756, "e_homo_ev": [-7.943, -7.868], "relative_energy_ev": 1.5723}


Repeat the second record exactly.
{"formula": "C22H17I2N5O3V", "method": "the ωB97M-V functional and the def2-TZVPD basis", "species": ["V", "O", "C", "N", "C", "C", "C", "C", "C", "C", "N", "C", "C", "C", "C", "C", "N", "H", "H", "H", "H", "H", "H", "H", "H", "H", "H", "I", "C", "C", "C", "C", "C", "C", "C", "O", "O", "H", "H", "H", "H", "I", "C", "C", "N", "N", "C", "H", "H", "H"], "positions_angstrom": [[0.265, 1.106, 0.090], [-0.123, 4.703, -0.346], [-0.327, 3.522, -0.629], [0.514, 2.631, -1.181], [1.870, 3.079, -1.413], [2.859, 2.329, -0.555], [4.215, 2.633, -0.582], [5.078, 1.938, 0.245], [4.569, 0.957, 1.088], [3.213, 0.704, 1.057], [2.380, 1.363, 0.242], [-1.701, 2.944, -0.351], [-2.810, 3.772, -0.295], [-4.049, 3.200, -0.062], [-4.138, 1.828, 0.133], [-2.979, 1.075, 0.103], [-1.785, 1.618, -0.141], [2.140, 2.896, -2.460], [1.977, 4.151, -1.227], [4.576, 3.414, -1.238], [6.136, 2.166, 0.245], [5.209, 0.404, 1.760], [2.749, -0.036, 1.698], [-2.673, 4.835, -0.427], [-4.938, 3.816, -0.025], [-5.088, 1.349, 0.322], [-2.989, 0.009, 0.298], [-3.478, -6.334, 0.602], [-2.448, -4.602, 1.172], [-2.041, -3.702, 0.200], [-1.355, -2.558, 0.581], [-1.070, -2.313, 1.920], [-1.489, -3.227, 2.881], [-2.179, -4.370, 2.514], [-0.315, -1.078, 2.349], [-0.032, -0.910, 3.523], [0.070, -0.319, 1.379], [-2.249, -3.893, -0.845], [-1.027, -1.847, -0.167], [-1.259, -3.023, 3.918], [-2.503, -5.078, 3.264], [1.700, -4.890, -1.640], [1.139, -2.935, -1.981], [0.239, -2.480, -2.916], [0.153, -1.148, -2.731], [0.943, -0.711, -1.743], [1.548, -1.790, -1.276], [-0.327, -2.997, -3.671], [-0.401, -0.484, -3.244], [2.228, -1.721, -0.443]], "multiplicity": 4, "total_charge": 0, "orbital_gap_ev": [7.44, 8.85], "s2": 3.759, "e_homo_ev": [-7.229, -8.723], "relative_energy_ev": 1.3554}